The following is a quantum chemistry calculation of a molecular structure, C14H23BN6NiO at a distorted geometry, from the OMol25 dataset.

```
46
Properties=species:S:1:pos:R:3:nbo_charge:R:1
Ni 0.401 0.183 -0.898 1.229
O 1.453 -1.631 0.760 -0.738
N -0.432 1.727 -0.080 -0.388
N -2.517 -0.329 -0.008 -0.331
N -1.787 2.000 -0.307 -0.310
N -2.035 0.439 -2.282 -0.309
N -1.258 -0.874 0.194 -0.370
N -0.720 -0.034 -2.256 -0.397
C -2.799 -2.107 1.296 -0.364
C 0.117 2.842 0.474 -0.016
C -0.379 -0.447 -3.518 -0.013
C 1.935 0.881 -1.647 -1.153
C 1.681 -2.165 2.869 -0.613
C -1.437 -1.959 0.976 -0.022
C -3.461 -1.044 0.654 -0.009
C -2.069 3.247 0.128 0.007
C -0.880 3.814 0.607 -0.356
C 2.288 0.200 2.241 -0.646
C 3.733 -1.653 1.414 -0.628
C -1.487 -0.221 -4.347 -0.355
C 2.331 -1.256 1.823 0.243
C -2.494 0.319 -3.533 0.016
B -2.687 0.899 -0.942 0.549
H -0.622 -2.595 1.296 0.234
H 1.911 0.695 -2.725 0.199
H -3.071 3.659 0.042 0.227
H -3.499 0.636 -3.780 0.225
H 2.780 0.895 1.559 0.211
H -0.772 4.818 0.977 0.230
H 3.727 -2.631 0.929 0.220
H -3.813 1.257 -1.080 -0.027
H -3.258 -2.860 1.887 0.224
H 1.287 0.602 2.414 0.224
H 0.653 -1.782 2.985 0.219
H 1.991 1.951 -1.415 0.207
H 1.572 -3.146 2.379 0.219
H -4.510 -0.787 0.600 0.221
H 4.172 -0.940 0.714 0.210
H 1.174 2.929 0.720 0.227
H 2.827 0.299 3.184 0.218
H 1.442 -1.034 -0.038 0.416
H 2.225 -2.216 3.815 0.206
H -1.546 -0.410 -5.400 0.231
H 0.628 -0.815 -3.756 0.233
H 4.401 -1.701 2.273 0.208
H 2.805 0.345 -1.200 0.192
```

Summary:
**ΔE to the lowest compared entry with this formula, charge and spin**: 0.0000 eV
**Highest occupied orbital energy (alpha / beta)**: -7.75 / -8.77 eV
**E_tot**: -67598.472 eV
**<S²>**: 2.01
**LUMO (alpha / beta)**: 0.77 / 0.52 eV
**2S+1**: 3
**Kohn-Sham gap (alpha / beta)**: 8.517 / 9.296 eV

***

The following is a quantum chemistry calculation of a molecular structure, C14H23BN6V at a distorted geometry, from the OMol25 dataset.

```
45
Properties=species:S:1:pos:R:3:nbo_charge:R:1
V 0.176 -0.012 -0.018 1.619
N -1.426 -1.049 -0.048 -0.425
N -0.340 1.250 1.322 -0.450
N -2.644 -0.359 0.115 -0.301
N -0.769 1.273 -1.552 -0.401
N -1.681 1.703 1.285 -0.298
N -2.033 1.703 -1.189 -0.322
C 2.459 1.206 -1.289 -0.790
C -1.599 2.572 -3.175 -0.304
C -3.632 -1.260 0.200 0.116
C -0.696 2.635 3.063 -0.290
C 3.200 -1.979 -0.816 -0.612
C -1.709 -2.382 -0.096 0.040
C 0.261 1.856 2.392 0.038
C -0.500 1.812 -2.767 0.030
C -3.089 -2.544 0.061 -0.288
C -2.544 2.480 -2.163 0.072
C 1.528 -1.126 0.944 -0.599
C -1.894 2.499 2.341 0.108
C 3.001 -3.118 1.392 -0.590
C 2.239 -2.339 0.318 -0.246
B -2.644 1.205 0.153 0.521
H 3.489 -3.997 0.966 0.250
H 1.474 -3.017 -0.096 0.206
H 2.717 -1.548 -1.699 0.200
H 0.428 1.633 -3.282 0.240
H -3.629 -3.471 0.055 0.279
H 2.314 -3.451 2.172 0.222
H 0.733 -1.407 1.671 0.268
H -2.888 2.910 2.495 0.269
H -3.750 1.648 0.313 0.021
H -3.525 2.889 -2.055 0.256
H -1.706 3.111 -4.095 0.270
H 1.949 0.376 -1.777 0.191
H 3.761 -2.488 1.865 0.223
H 3.526 0.974 -1.209 0.275
H 2.000 1.349 -0.296 0.160
H 3.751 -2.861 -1.168 0.258
H 2.235 -0.408 1.395 0.261
H -0.548 3.217 3.955 0.280
H 3.953 -1.257 -0.481 0.216
H 1.312 1.656 2.589 0.250
H -0.897 -3.080 -0.242 0.249
H 2.279 2.098 -1.889 0.264
H -4.640 -0.901 0.339 0.268
```

Summary:
**ΔE to the lowest compared entry with this formula, charge and spin**: 0.0000 eV
**Highest occupied orbital energy (alpha / beta)**: -15.86 / -15.87 eV
**E_tot**: -50180.301 eV
**<S²>**: 0.91
**Total charge**: +2
**LUMO (alpha / beta)**: -9.38 / -8.58 eV
**2S+1**: 2
**Kohn-Sham gap (alpha / beta)**: 6.473 / 7.292 eV